DFT (wB97M-V/def2-TZVPD) results for a 2-piece molecular cluster, C3H6N4O overall at a distorted geometry.

Multiplicity ... 1
Relative energy (zero: lowest compared OMol25 entry of this formula, charge and spin) ... 163.6 kcal per mole
E_HOMO ... -8.81 eV
Max |F| ... 8.63 eV/Å
Charge ... 0
LUMO energy ... 0.02 eV
HOMO-LUMO gap ... 8.83 eV

Atoms and positions in Å:
C (-2.056, -1.111, -0.176)
C (1.580, -0.796, -0.031)
C (0.610, 1.608, -0.124)
H (-2.702, -1.185, 1.365)
H (-2.796, -1.083, -1.145)
H (0.146, -1.659, 1.311)
H (2.304, 0.901, -1.012)
H (0.923, 2.698, -0.552)
H (-1.035, 2.158, 0.564)
N (-0.807, -0.918, -0.773)
N (0.193, -1.060, 0.316)
N (1.538, 0.510, -0.556)
N (-0.404, 1.428, 0.603)
O (2.507, -1.491, 0.212)

---

DFT (wB97M-V/def2-TZVPD) results for C21H18CoN5O as an isolated structure at a distorted geometry.

Multiplicity ... 1
E_HOMO (alpha / beta) ... -14.68 / -14.73 eV
Max |F| ... 1.16 eV/Å
Charge ... +2
LUMO energy (alpha / beta) ... -9.27 / -9.26 eV
HOMO-LUMO gap (alpha / beta) ... 5.41 / 5.46 eV

Atoms and positions in Å:
Co (-0.006, -2.104, -0.042)
C (-4.259, 2.637, -2.539)
C (-3.153, 1.928, -1.825)
C (-1.846, 2.421, -1.844)
C (-0.826, 1.736, -1.229)
C (-1.066, 0.522, -0.555)
N (-0.017, -0.207, -0.035)
C (1.043, 0.472, 0.517)
C (0.806, 1.668, 1.235)
C (1.819, 2.343, 1.863)
C (3.133, 1.864, 1.818)
C (4.237, 2.570, 2.536)
C (3.383, 0.679, 1.121)
C (2.377, -0.014, 0.483)
N (2.726, -1.167, -0.263)
C (3.941, -1.491, -0.769)
C (3.801, -2.641, -1.501)
C (2.447, -2.967, -1.401)
N (1.805, -2.066, -0.661)
C (-2.387, 0.033, -0.529)
C (-3.399, 0.722, -1.161)
N (-2.718, -1.127, 0.213)
C (-3.915, -1.400, 0.776)
C (-3.884, -2.690, 1.237)
C (-2.611, -3.149, 0.917)
N (-1.896, -2.203, 0.300)
H (-4.041, 3.697, -2.651)
H (-5.208, 2.525, -2.017)
H (-4.382, 2.216, -3.540)
H (-1.629, 3.338, -2.376)
H (0.192, 2.093, -1.308)
H (-0.214, 2.017, 1.327)
H (1.596, 3.242, 2.422)
H (4.051, 3.642, 2.584)
H (5.201, 2.398, 2.061)
H (4.303, 2.202, 3.563)
H (4.395, 0.299, 1.100)
H (4.805, -0.871, -0.609)
H (4.567, -3.164, -2.045)
H (1.913, -3.796, -1.836)
H (-4.404, 0.321, -1.156)
H (-4.695, -0.659, 0.812)
H (-4.669, -3.225, 1.741)
H (-2.191, -4.122, 1.106)
O (0.564, -4.698, 1.404)
C (0.312, -3.824, 0.752)

---

DFT (wB97M-V/def2-TZVPD) results for a 2-piece molecular cluster, C3H7NOS overall at a distorted geometry.

Multiplicity ... 1
Relative energy (zero: lowest compared OMol25 entry of this formula, charge and spin) ... 61.4 kcal per mole
E_HOMO (alpha / beta) ... -8.69 / -8.69 eV
Structure (SMILES) ... [H]/N=C/O.CC=S
Max |F| ... 5.32 eV/Å
Charge ... 0
LUMO energy (alpha / beta) ... -0.30 / -0.30 eV
HOMO-LUMO gap (alpha / beta) ... 8.39 / 8.39 eV

Atoms and positions in Å:
C (2.546, 0.062, 0.004)
C (-0.866, -0.493, -0.078)
C (-1.268, 0.933, -0.643)
N (1.937, -0.951, -0.404)
O (1.890, 1.118, 0.395)
S (-1.521, 2.282, 0.331)
H (3.561, 0.058, 0.293)
H (-0.676, -0.510, 0.949)
H (0.023, -0.792, -0.601)
H (-1.768, -1.203, -0.435)
H (-1.555, 1.048, -1.709)
H (2.435, -1.759, -0.826)
H (0.971, 0.837, 0.253)

---

DFT (wB97M-V/def2-TZVPD) results for a 2-piece molecular cluster, C4H9FN3 overall at a distorted geometry.

Multiplicity ... 1
Relative energy (zero: lowest compared OMol25 entry of this formula, charge and spin) ... 92.5 kcal per mole
E_HOMO (alpha / beta) ... -13.31 / -13.31 eV
Max |F| ... 4.38 eV/Å
Charge ... +1
LUMO energy (alpha / beta) ... -4.86 / -4.86 eV
HOMO-LUMO gap (alpha / beta) ... 8.45 / 8.44 eV

Atoms and positions in Å:
C (-0.808, 1.248, -0.355)
C (0.002, -0.599, 0.696)
C (-2.467, -0.503, -0.111)
C (2.756, -0.336, -0.316)
N (-1.167, 0.026, 0.082)
N (1.030, 0.463, 0.734)
N (0.454, 1.524, 0.066)
F (0.357, -1.710, -0.075)
H (-1.279, 2.005, -0.893)
H (-0.069, -1.179, 1.578)
H (-2.580, -1.534, -0.036)
H (-3.122, -0.016, 0.667)
H (-2.710, -0.358, -1.070)
H (3.646, 0.077, 0.138)
H (2.668, -1.362, -0.055)
H (2.416, -0.142, -1.403)
H (0.874, 2.397, 0.354)

---

DFT (wB97M-V/def2-TZVPD) results for C52H48N4O5S4V as an isolated structure at a distorted geometry.

Multiplicity ... 2
Relative energy (zero: lowest compared OMol25 entry of this formula, charge and spin) ... 39.4 kcal per mole
E_HOMO (alpha / beta) ... -11.79 / -11.79 eV
Max |F| ... 3.34 eV/Å
Charge ... +2
LUMO energy (alpha / beta) ... -5.43 / -7.00 eV
HOMO-LUMO gap (alpha / beta) ... 6.36 / 4.78 eV
⟨S²⟩ ... 0.76

Atoms and positions in Å:
V (-1.014, -0.325, 0.134)
O (2.157, -4.164, 6.312)
C (2.446, -3.454, 5.218)
O (3.528, -2.965, 5.057)
C (1.351, -3.227, 4.213)
C (0.008, -3.118, 4.551)
C (-0.907, -2.649, 3.623)
C (-0.489, -2.273, 2.348)
C (0.850, -2.451, 1.989)
C (1.752, -2.917, 2.917)
N (-1.358, -1.610, 1.461)
C (-2.643, -1.877, 1.418)
C (-3.493, -0.915, 0.784)
C (-4.874, -1.028, 0.609)
C (-5.573, 0.060, 0.120)
C (-4.907, 1.243, -0.195)
C (-3.531, 1.267, -0.048)
N (-2.846, 0.229, 0.428)
H (1.271, -4.544, 6.314)
H (-0.335, -3.332, 5.555)
H (-1.933, -2.494, 3.930)
H (1.170, -2.166, 0.997)
H (2.803, -3.013, 2.681)
H (-3.066, -2.753, 1.901)
H (-5.380, -1.950, 0.855)
H (-6.644, -0.002, -0.010)
H (-5.441, 2.112, -0.552)
H (-3.265, 3.050, -0.691)
C (5.454, 3.604, -7.314)
C (4.649, 3.025, -6.193)
C (3.488, 3.647, -5.739)
C (2.775, 3.136, -4.669)
C (3.207, 1.967, -4.052)
C (4.349, 1.314, -4.505)
C (5.060, 1.849, -5.562)
S (2.264, 1.374, -2.664)
O (3.704, 2.808, -0.085)
C (2.199, -0.370, -3.104)
C (3.163, -1.291, -2.648)
C (3.120, -2.583, -3.086)
C (2.150, -3.003, -4.025)
C (2.124, -4.329, -4.511)
C (1.211, -4.707, -5.454)
C (0.267, -3.782, -5.938)
C (0.248, -2.498, -5.471)
C (1.185, -2.075, -4.500)
C (1.199, -0.747, -3.985)
C (0.205, 0.275, -4.424)
C (0.503, 0.956, -5.643)
C (1.653, 0.635, -6.405)
C (1.923, 1.298, -7.568)
C (1.063, 2.308, -8.037)
C (-0.049, 2.646, -7.320)
C (-0.350, 1.990, -6.105)
C (-1.486, 2.333, -5.350)
C (-1.788, 1.671, -4.200)
C (-0.961, 0.626, -3.728)
S (-1.693, -0.173, -2.265)
O (-2.739, 2.299, -0.389)
C (-1.721, -1.901, -2.692)
C (-2.475, -2.313, -3.780)
C (-2.602, -3.665, -4.044)
C (-1.993, -4.619, -3.232)
C (-2.125, -6.084, -3.518)
C (-1.218, -4.180, -2.160)
C (-1.079, -2.832, -1.886)
H (4.861, 4.294, -7.910)
H (5.843, 2.817, -7.958)
H (6.308, 4.153, -6.914)
H (3.133, 4.540, -6.235)
H (1.875, 3.623, -4.319)
H (4.683, 0.400, -4.032)
H (5.952, 1.344, -5.909)
H (3.929, -0.962, -1.961)
H (3.857, -3.298, -2.746)
H (2.849, -5.033, -4.124)
H (1.219, -5.716, -5.844)
H (-0.449, -4.096, -6.685)
H (-0.479, -1.788, -5.842)
H (2.314, -0.151, -6.066)
H (2.801, 1.040, -8.145)
H (1.282, 2.804, -8.971)
H (-0.720, 3.417, -7.672)
H (-2.129, 3.122, -5.716)
H (-2.683, 1.915, -3.645)
H (-2.958, -1.581, -4.414)
H (-3.191, -3.980, -4.895)
H (-2.990, -6.284, -4.146)
H (-2.213, -6.651, -2.593)
H (-1.234, -6.438, -4.040)
H (-0.711, -4.907, -1.538)
H (-0.447, -2.496, -1.062)
C (5.733, 1.524, -0.721)
S (3.978, 1.248, -0.434)
C (2.411, 3.404, -0.117)
O (0.491, -0.088, 0.078)
H (5.862, 2.284, -1.488)
H (6.172, 0.579, -1.040)
H (6.200, 1.844, 0.208)
H (2.475, 4.280, 0.524)
H (1.638, 2.732, 0.250)
H (2.167, 3.719, -1.134)
S (0.599, 0.530, 3.534)
C (0.936, 2.071, 4.091)
N (0.094, 3.119, 4.020)
C (0.623, 4.310, 4.677)
C (2.089, 3.913, 4.934)
N (2.087, 2.485, 4.631)
H (-0.869, 3.020, 3.759)
H (0.085, 4.515, 5.606)
H (0.535, 5.183, 4.029)
H (2.400, 4.093, 5.962)
H (2.773, 4.442, 4.265)
H (2.895, 1.898, 4.730)

---

DFT (wB97M-V/def2-TZVPD) results for an isolated ion of composition C4H10N2O2 and charge +1 at a distorted geometry.

Multiplicity ... 2
Relative energy (zero: lowest compared OMol25 entry of this formula, charge and spin) ... 44.2 kcal per mole
E_HOMO (alpha / beta) ... -15.21 / -14.63 eV
Max |F| ... 2.97 eV/Å
Charge ... +1
LUMO energy (alpha / beta) ... -2.95 / -8.40 eV
HOMO-LUMO gap (alpha / beta) ... 12.26 / 6.23 eV
⟨S²⟩ ... 0.76

Atoms and positions in Å:
O (2.522, -0.360, 1.374)
C (1.373, -0.607, 1.170)
N (0.650, -1.392, 2.048)
C (0.600, -0.097, -0.070)
C (0.477, -1.254, -1.186)
N (-0.560, 0.634, 0.346)
C (-0.912, 1.797, -0.478)
O (-2.188, 1.384, -0.945)
H (-0.330, -1.565, 1.925)
H (1.183, -1.597, 2.878)
H (1.184, 0.713, -0.514)
H (0.990, -0.823, -2.048)
H (0.838, -2.230, -0.923)
H (-0.603, -1.305, -1.337)
H (-1.384, 0.083, 0.582)
H (-1.062, 2.718, 0.133)
H (-0.249, 1.947, -1.317)
H (-2.530, 1.955, -1.637)

---

DFT (wB97M-V/def2-TZVPD) results for one molecule with the formula CH2N2O2Si at a distorted geometry.

Multiplicity ... 1
Relative energy (zero: lowest compared OMol25 entry of this formula, charge and spin) ... 29.7 kcal per mole
E_HOMO ... -11.45 eV
Structure (SMILES) ... N#C[SiH2][N+](=O)[O-]
Max |F| ... 4.87 eV/Å
Charge ... 0
LUMO energy ... -1.10 eV
HOMO-LUMO gap ... 10.35 eV

Atoms and positions in Å:
C (-0.440, -0.382, -1.722)
N (-0.958, -1.054, -2.479)
N (-0.048, -0.490, 1.176)
O (0.245, -1.642, 0.908)
O (-0.678, -0.123, 2.168)
Si (0.355, 0.764, -0.144)
H (-0.194, 1.987, 0.592)
H (1.719, 0.940, -0.500)

---

DFT (wB97M-V/def2-TZVPD) results for one molecule with the formula C6H9NO at a distorted geometry.

Multiplicity ... 1
Relative energy (zero: lowest compared OMol25 entry of this formula, charge and spin) ... 47.6 kcal per mole
E_HOMO ... -9.51 eV
Structure (SMILES) ... C=NC(=O)CC(=C)C
Max |F| ... 3.58 eV/Å
Charge ... 0
LUMO energy ... 0.50 eV
HOMO-LUMO gap ... 10.01 eV

Atoms and positions in Å:
C (0.542, 0.146, -0.957)
C (0.374, -0.401, 1.557)
C (-0.601, 0.970, -0.319)
C (1.210, -0.542, 0.183)
C (-2.866, 0.588, -0.966)
C (2.422, -1.055, 0.201)
N (-1.789, 0.261, -0.421)
O (-0.492, 2.133, 0.014)
H (1.229, 0.825, -1.458)
H (0.122, -0.587, -1.648)
H (-0.650, -0.761, 1.621)
H (0.474, 0.616, 1.931)
H (0.868, -1.067, 2.265)
H (-3.731, -0.046, -0.819)
H (-2.987, 1.476, -1.588)
H (3.043, -1.056, -0.686)
H (2.831, -1.500, 1.091)